(1)
This record from OMol25 describes a cluster of 2 separate species, C15H18NO3 in total. The level of theory is ωB97M-V/def2-TZVPD.

Total charge: -1
E (Ha): -862.84473
Frontier orbital gap (eV): 4.842
Spin multiplicity: 1

Cartesian coordinates (Å):
O1 2.54 -0.79 -2.29
O2 -2.01 -4.77 1.48
O3 3.16 -0.01 -0.24
N1 1.04 1.82 -0.33
C1 -4.07 -3.78 1.00
C2 -0.15 2.41 -0.24
C3 3.70 -2.70 -3.24
C4 -1.81 3.63 1.09
C5 0.54 3.86 1.61
C6 -0.55 -3.07 -0.13
C7 1.32 0.98 -1.28
C8 0.23 4.75 2.60
C9 3.52 -1.77 -2.05
C10 2.43 0.05 -1.22
C11 -2.11 4.50 2.11
C12 -2.60 -3.91 0.87
C13 -1.10 5.07 2.86
C14 -0.47 3.30 0.81
C15 -1.87 -3.01 -0.02
H1 1.02 5.21 3.18
H2 0.00 -2.40 -0.77
H3 -4.34 -3.54 2.03
H4 -4.45 -2.99 0.35
H5 4.33 -3.56 -2.99
H6 -2.44 -2.28 -0.56
H7 0.00 -3.80 0.43
H8 4.45 -1.25 -1.79
H9 -0.92 2.13 -0.94
H10 4.15 -2.18 -4.09
H11 2.72 -3.04 -3.57
H12 1.56 3.60 1.38
H13 -2.60 3.18 0.50
H14 3.20 -2.31 -1.15
H15 0.65 0.89 -2.11
H16 -3.14 4.73 2.33
H17 -4.56 -4.71 0.72
H18 -1.34 5.75 3.66

(2)
This record from OMol25 describes a cluster of 2 separate species, C15H18O in total. The level of theory is ωB97M-V/def2-TZVPD.

E (Ha): -657.57996
Frontier orbital gap (eV): 9.192
SMILES: CCc1ccc(O)cc1.Cc1ccccc1
Spin multiplicity: 1

Cartesian coordinates (Å):
O1 4.53 -3.81 -2.74
C1 -1.08 1.77 3.31
C2 1.63 -2.62 -0.92
C3 -2.30 2.41 3.05
C4 3.01 -2.03 -3.28
C5 1.15 -1.62 -1.78
C6 2.82 -3.30 -1.18
C7 -0.09 2.67 1.32
C8 0.00 1.91 2.46
C9 -0.07 -0.83 -1.32
C10 3.45 -3.04 -2.41
C11 -1.34 3.21 0.98
C12 1.81 -1.40 -2.95
C13 -2.43 3.06 1.83
C14 -3.38 2.48 4.06
C15 -1.33 -1.28 -2.09
H1 -1.18 -2.22 -2.60
H2 -3.18 1.92 4.98
H3 0.89 1.33 2.70
H4 -3.30 3.56 1.40
H5 -1.03 1.18 4.21
H6 3.32 -1.90 -4.30
H7 -1.95 -0.60 -2.68
H8 -3.47 3.49 4.47
H9 -4.36 2.08 3.77
H10 1.47 -0.66 -3.68
H11 1.11 -2.74 0.02
H12 0.70 2.83 0.60
H13 4.95 -3.42 -3.50
H14 3.24 -4.05 -0.54
H15 -0.28 -0.89 -0.26
H16 -1.35 3.84 0.11
H17 0.21 0.18 -1.65
H18 -2.17 -1.53 -1.40

(3)
This record from OMol25 describes a cluster of 2 separate species, C15H18O in total. The level of theory is ωB97M-V/def2-TZVPD.

E (Ha): -657.55670
Frontier orbital gap (eV): 9.120
SMILES: CCc1ccc(O)cc1.Cc1ccccc1
Spin multiplicity: 1

Cartesian coordinates (Å):
O1 -0.16 -4.01 -0.02
C1 1.92 1.67 1.63
C2 -2.02 1.92 -1.56
C3 -0.75 -2.91 -0.50
C4 2.75 1.02 2.60
C5 1.96 -1.08 1.71
C6 -2.28 -1.02 -0.58
C7 -0.77 -1.34 -2.43
C8 -2.24 0.63 -2.52
C9 -0.29 -2.45 -1.72
C10 -1.73 -2.06 0.12
C11 1.85 3.15 1.63
C12 1.00 -0.48 0.94
C13 -1.76 -0.58 -1.82
C14 2.82 -0.34 2.54
C15 1.18 0.90 0.73
H1 -3.15 -0.44 -0.27
H2 0.66 1.52 0.01
H3 0.30 -0.94 0.28
H4 2.52 3.55 2.39
H5 -0.19 -1.08 -3.31
H6 2.00 3.67 0.66
H7 -0.71 -4.55 0.57
H8 -3.31 0.78 -2.59
H9 -2.83 2.14 -0.91
H10 0.86 3.55 2.05
H11 0.47 -3.08 -2.17
H12 3.63 -0.81 3.10
H13 -1.15 1.84 -0.92
H14 -2.02 -2.35 1.10
H15 -1.98 2.72 -2.30
H16 -1.84 0.95 -3.47
H17 3.23 1.66 3.34
H18 2.03 -2.16 1.70

(4)
This record from OMol25 describes a cluster of 2 separate species, C15H18O2 in total. The level of theory is ωB97M-V/def2-TZVPD.

E (Ha): -732.83511
Frontier orbital gap (eV): 9.184
SMILES: CCc1ccc(O)cc1.Cc1ccc(O)cc1
Spin multiplicity: 1

Cartesian coordinates (Å):
O1 -2.42 -4.60 1.33
O2 2.34 2.61 1.63
C1 -0.89 3.24 -0.94
C2 1.28 2.86 0.80
C3 0.97 -3.32 1.56
C4 1.24 -2.97 0.24
C5 -0.97 -3.73 -0.36
C6 -0.75 4.00 0.21
C7 1.09 2.02 -0.30
C8 0.10 2.28 -1.22
C9 2.60 -2.53 -0.15
C10 -1.60 3.43 -3.42
C11 0.35 3.84 1.06
C12 -0.22 -3.95 1.92
C13 -1.99 3.51 -1.95
C14 -1.21 -4.06 0.96
C15 0.24 -3.13 -0.71
H1 -0.36 -4.38 2.90
H2 2.41 3.33 2.22
H3 -2.87 2.92 -1.70
H4 3.31 -3.33 -0.37
H5 -2.52 3.41 -4.00
H6 0.42 4.62 1.81
H7 -0.99 2.57 -3.68
H8 -1.57 4.64 0.49
H9 -0.03 1.61 -2.05
H10 0.44 -2.68 -1.67
H11 -1.77 -3.87 -1.08
H12 1.77 -3.31 2.30
H13 2.59 -1.95 -1.08
H14 -2.37 4.53 -1.83
H15 3.14 -1.88 0.55
H16 -3.11 -4.11 0.88
H17 1.80 1.22 -0.44
H18 -0.99 4.26 -3.78

(5)
This record from OMol25 describes a structure of composition C15H19AsBrCuN3. The level of theory is ωB97M-V/def2-TZVPD.

<S²>: 0.76
Total charge: +2
E (Ha): -7196.91045
Frontier orbital gap (spin up / spin down) (eV): 8.720 / 5.721
Spin multiplicity: 2

Cartesian coordinates (Å):
Br1 -1.55 -2.07 2.81
As1 0.62 0.90 -1.43
Cu1 -0.15 0.06 0.60
N1 -1.63 1.08 1.24
N2 0.64 -1.64 1.09
N3 -5.17 5.08 1.65
C1 1.62 -4.24 1.39
C2 2.26 -3.34 0.55
C3 0.49 -3.84 2.05
C4 -2.27 3.26 1.93
C5 3.42 -3.75 -0.30
C6 -1.34 2.24 1.84
C7 -3.84 1.88 0.74
C8 2.36 1.73 -1.64
C9 1.76 -2.05 0.49
C10 0.02 -2.54 1.88
C11 -4.43 4.19 1.49
C12 0.74 -0.47 -2.87
C13 -3.55 3.10 1.38
C14 -0.50 2.34 -2.15
C15 -2.87 0.90 0.72
H1 2.25 -1.27 -0.09
H2 1.55 -0.14 -3.54
H3 2.07 -5.23 1.58
H4 4.27 -3.04 -0.11
H5 -0.32 2.35 2.20
H6 -3.06 -0.07 0.30
H7 -4.81 1.70 0.34
H8 -1.52 2.25 -1.76
H9 -0.51 2.21 -3.26
H10 2.35 2.27 -2.61
H11 -0.08 3.31 -1.86
H12 3.20 -3.70 -1.38
H13 -0.12 -4.46 2.70
H14 2.48 2.52 -0.87
H15 3.74 -4.77 -0.07
H16 -1.96 4.22 2.32
H17 3.15 0.95 -1.59
H18 -0.20 -0.49 -3.41
H19 0.91 -1.42 -2.34

(6)
This record from OMol25 describes an isolated molecule of C15H19BrF3N3OSi. The level of theory is ωB97M-V/def2-TZVPD.

E (Ha): -3985.56923
Frontier orbital gap (eV): 9.028
SMILES: C[Si](C)(C)CCOCn1cc(C(F)(F)F)nc1-c1ccc(Br)nc1
Spin multiplicity: 1

Cartesian coordinates (Å):
Br1 0.65 6.41 -2.04
Si1 -1.98 -1.18 1.40
F1 3.92 -1.11 2.00
F2 2.21 -2.60 2.09
F3 3.83 -2.76 0.59
O1 -0.89 -0.02 -2.49
N1 1.19 -0.50 -1.52
N2 2.06 0.22 0.41
N3 0.02 3.69 -2.09
C1 -3.32 -0.67 2.65
C2 3.08 -1.90 1.24
C3 1.09 2.00 -0.93
C4 1.49 0.62 -0.68
C5 2.30 -1.06 0.32
C6 -1.79 -2.97 1.08
C7 0.43 -0.37 -2.77
C8 -1.94 -0.21 -0.28
C9 1.77 4.26 -0.62
C10 0.15 2.39 -1.81
C11 -0.51 -0.46 2.26
C12 -1.53 -0.90 -1.57
C13 1.61 -1.53 -0.78
C14 0.77 4.58 -1.50
C15 1.92 2.93 -0.27
H1 0.83 0.27 -3.53
H2 -4.07 0.01 2.24
H3 2.36 5.09 -0.20
H4 2.63 2.61 0.43
H5 -1.34 0.72 0.00
H6 -0.83 -1.67 -1.39
H7 -2.85 -0.34 3.58
H8 -3.73 -1.57 2.90
H9 -2.42 -1.37 -2.04
H10 -0.13 -0.72 3.27
H11 0.39 -1.43 -3.18
H12 0.34 -0.57 1.62
H13 1.47 -2.53 -1.09
H14 -2.98 0.29 -0.43
H15 -2.26 -3.32 0.20
H16 -0.51 1.75 -2.38
H17 -2.11 -3.55 1.99
H18 -0.58 0.66 2.25
H19 -0.73 -3.23 1.04